(1)
{"formula": "C14H17NO", "method": "the ωB97M-V functional and the def2-TZVPD basis", "species": ["O", "C", "C", "C", "C", "N", "C", "C", "C", "C", "C", "C", "C", "C", "C", "C", "H", "H", "H", "H", "H", "H", "H", "H", "H", "H", "H", "H", "H", "H", "H", "H", "H"], "coordinates": [[-1.639, -2.411, 0.249], [-1.896, -1.190, 0.914], [-0.701, -0.349, 0.936], [0.306, 0.296, 0.852], [1.530, 1.074, 0.797], [2.496, 0.447, -0.081], [2.961, -0.851, 0.370], [4.140, -1.144, -0.557], [4.680, 0.249, -0.933], [3.700, 1.229, -0.280], [-3.066, -0.418, 0.322], [-3.268, 0.912, 0.669], [-4.336, 1.614, 0.141], [-5.211, 0.996, -0.737], [-5.016, -0.330, -1.081], [-3.948, -1.035, -0.552], [-1.311, -2.210, -0.635], [-2.150, -1.479, 1.945], [1.924, 1.195, 1.828], [1.302, 2.068, 0.398], [2.159, -1.586, 0.291], [3.296, -0.814, 1.423], [3.794, -1.669, -1.445], [4.892, -1.761, -0.066], [4.686, 0.378, -2.014], [5.693, 0.407, -0.568], [3.484, 2.095, -0.910], [4.108, 1.594, 0.681], [-2.581, 1.393, 1.350], [-4.486, 2.648, 0.415], [-6.043, 1.546, -1.150], [-5.697, -0.820, -1.761], [-3.801, -2.074, -0.810]], "forces_ev_per_a": [[-0.1, -0.2, 0.0], [-0.2, 0.0, 0.2], [0.4, 0.1, 0.0], [-0.5, -0.2, 0.2], [0.3, 0.2, -0.1], [0.0, 0.0, 0.0], [0.0, -0.3, 0.0], [-0.1, 0.0, 0.1], [0.0, 0.1, 0.0], [0.1, 0.2, -0.1], [-0.1, -0.1, 0.0], [0.0, -0.1, 0.0], [0.0, 0.1, 0.1], [-0.1, 0.0, -0.1], [-0.1, 0.1, -0.1], [0.1, -0.1, 0.1], [0.0, 0.0, 0.0], [0.0, 0.0, -0.2], [0.0, 0.0, -0.2], [0.1, -0.1, 0.1], [0.1, 0.0, 0.1], [0.0, 0.0, 0.0], [0.0, 0.0, 0.0], [0.0, -0.1, 0.0], [0.0, 0.0, 0.0], [0.0, 0.0, -0.1], [0.0, 0.0, 0.1], [0.0, 0.0, 0.0], [0.1, 0.1, 0.0], [0.0, 0.1, 0.0], [-0.1, 0.0, 0.0], [-0.1, 0.0, -0.1], [0.0, 0.0, 0.0]], "mulliken_charge": [-0.596, 0.308, -0.449, 0.050, -0.601, -0.124, -0.599, -0.558, -0.488, -0.708, 0.227, -0.445, -0.589, -0.417, -0.527, -0.288, 0.407, 0.293, 0.376, 0.370, 0.296, 0.300, 0.265, 0.330, 0.234, 0.302, 0.389, 0.295, 0.359, 0.374, 0.373, 0.372, 0.468], "smiles": "O[C@@H](C#CCN1CCCC1)c1ccccc1", "charge": 0, "gap_ev": 9.71, "homo_energy_ev": -8.8, "de_lowest_kcal_mol": 50.3}

(2)
{"formula": "C3H12N4", "method": "the ωB97M-V functional and the def2-TZVPD basis", "species": ["C", "C", "N", "H", "H", "H", "H", "H", "H", "H", "N", "N", "C", "N", "H", "H", "H", "H", "H"], "coordinates": [[0.869, 1.552, 0.020], [0.458, 1.406, -1.439], [-0.318, 1.611, 0.880], [-0.055, 1.785, 1.844], [-0.922, 2.373, 0.590], [1.518, 2.435, 0.134], [1.450, 0.678, 0.327], [-0.176, 0.530, -1.571], [-0.096, 2.287, -1.772], [1.339, 1.301, -2.072], [-1.090, -1.598, -0.804], [-1.681, -1.102, 0.351], [0.968, -2.322, 0.156], [0.675, -2.384, 1.315], [-1.505, -2.514, -0.984], [-1.313, -0.164, 0.534], [-1.505, -1.691, 1.177], [1.177, -2.254, 2.182], [0.207, -1.930, -0.869]], "forces_ev_per_a": [[0.0, 0.1, -0.1], [0.1, 0.0, 0.2], [0.0, 0.1, 0.0], [-0.1, 0.0, -0.1], [0.0, 0.0, 0.0], [-0.1, -0.1, 0.0], [0.0, 0.0, 0.0], [0.0, 0.0, 0.0], [0.0, 0.0, 0.0], [0.0, 0.0, 0.0], [1.2, -0.7, -1.0], [0.6, -0.2, 0.0], [1.4, -0.5, 1.0], [-0.2, 0.7, -0.5], [0.0, 0.2, 0.0], [-0.1, -0.2, 0.0], [0.1, 0.1, -0.1], [-0.1, -0.4, -0.3], [-2.9, 0.8, 0.9]], "mulliken_charge": [-0.342, -1.029, -0.573, 0.196, 0.195, 0.343, 0.215, 0.320, 0.333, 0.307, -0.598, -0.528, -0.187, -0.299, 0.335, 0.408, 0.251, 0.278, 0.374], "charge": 0, "gap_ev": 8.47, "homo_energy_ev": -7.5, "de_lowest_kcal_mol": 101.9}

(3)
{"formula": "C4H14N2O2", "method": "the ωB97M-V functional and the def2-TZVPD basis", "species": ["C", "C", "O", "C", "N", "C", "N", "H", "H", "H", "H", "H", "H", "H", "H", "H", "H", "H", "H", "O", "H", "H"], "coordinates": [[-2.919, 0.448, 0.686], [-1.744, -0.610, 0.422], [-1.626, -1.054, -0.916], [-0.417, 0.235, 0.594], [0.903, -0.347, 0.173], [2.171, 0.409, 0.574], [3.428, -0.249, 0.216], [-3.873, -0.104, 0.468], [-2.739, 1.359, 0.091], [-2.997, 0.823, 1.754], [-1.840, -1.415, 1.266], [-1.331, -0.350, -1.527], [-0.665, 1.095, -0.143], [-0.345, 0.717, 1.573], [0.983, -1.290, 0.630], [2.071, 1.345, -0.045], [2.112, 0.680, 1.674], [3.528, -1.198, 0.637], [3.549, -0.349, -0.781], [0.306, 0.323, -2.492], [0.626, -0.352, -3.134], [0.818, -0.118, -1.719]], "forces_ev_per_a": [[0.0, -1.2, 0.5], [1.6, 1.9, 1.4], [-1.5, -1.1, 0.5], [-0.1, 1.7, -1.0], [0.2, -1.6, 1.1], [-1.4, 0.8, -0.5], [-0.8, -0.8, 1.1], [0.7, 1.0, -0.1], [-0.4, -0.6, -0.2], [0.4, -0.8, -1.0], [0.2, 0.8, -2.2], [0.1, -0.1, 0.6], [0.9, -1.0, 1.1], [-0.1, -0.2, 0.2], [-0.2, 1.0, -0.7], [0.4, -0.7, 0.9], [0.4, -0.4, -1.2], [-0.2, 1.2, -0.4], [-0.2, 0.1, -0.1], [1.9, -2.1, 0.5], [-0.8, 0.9, -0.2], [-1.3, 1.2, -0.2]], "mulliken_charge": [-1.171, 0.398, -0.526, -1.082, -0.288, -0.487, -0.577, 0.305, 0.338, 0.324, 0.284, 0.406, 0.327, 0.353, 0.212, 0.345, 0.326, 0.248, 0.258, -0.704, 0.331, 0.379], "smiles": "C[C@@H](O)CNCN.O", "charge": 0, "gap_ev": 10.34, "homo_energy_ev": -9.5, "de_lowest_kcal_mol": 37.8}

(4)
{"formula": "C13H17NO6PS5SbSc", "method": "the ωB97M-V functional and the def2-TZVPD basis", "species": ["Sc", "O", "C", "O", "C", "C", "C", "C", "C", "N", "C", "O", "O", "H", "H", "H", "S", "Sb", "S", "S", "C", "C", "C", "O", "P", "S", "S", "O", "C", "C", "C", "H", "H", "H", "H", "H", "H", "H", "H", "H", "H", "H", "H", "H", "H"], "coordinates": [[0.109, -1.104, 0.034], [-1.695, 1.371, -2.861], [-1.242, 0.851, -1.855], [-0.443, -0.161, -1.773], [-1.619, 1.398, -0.493], [-2.534, 2.401, -0.234], [-2.801, 2.702, 1.098], [-2.161, 2.010, 2.125], [-1.254, 1.034, 1.763], [-1.017, 0.773, 0.494], [-0.499, 0.122, 2.704], [-0.556, 0.313, 3.908], [0.146, -0.805, 2.076], [-3.023, 2.899, -1.059], [-3.525, 3.471, 1.340], [-2.349, 2.202, 3.172], [-2.943, -5.105, -1.867], [-1.801, -3.131, -1.562], [-2.447, -1.938, 0.336], [0.476, -3.420, -0.956], [4.533, 3.823, -0.620], [5.054, 2.492, -1.127], [6.444, 2.180, -0.597], [4.174, 1.383, -0.904], [3.345, 0.964, 0.409], [2.770, -0.914, 0.038], [1.976, 2.244, 0.927], [4.586, 0.930, 1.452], [4.509, 0.805, 2.895], [3.405, -0.103, 3.404], [4.464, 2.191, 3.513], [5.211, 4.607, -0.973], [4.492, 3.855, 0.469], [3.528, 4.022, -0.988], [5.103, 2.539, -2.218], [6.427, 2.095, 0.489], [7.133, 2.980, -0.884], [6.807, 1.237, -1.008], [5.471, 0.349, 3.144], [2.413, 0.274, 3.166], [3.489, -0.165, 4.492], [3.482, -1.104, 2.984], [3.528, 2.689, 3.261], [5.295, 2.802, 3.149], [4.543, 2.104, 4.600]], "forces_ev_per_a": [[0.0, 0.2, 0.1], [0.0, 0.0, -0.1], [0.2, -0.1, 0.0], [-0.1, 0.2, -0.1], [-0.1, 0.2, 0.0], [-0.1, 0.1, 0.1], [0.0, 0.0, 0.0], [0.0, 0.1, -0.2], [-0.2, 0.2, 0.1], [0.2, -0.2, 0.0], [0.2, -0.2, 0.0], [0.0, 0.0, 0.0], [-0.1, 0.2, 0.5], [0.0, 0.0, 0.0], [0.0, 0.0, 0.0], [0.0, 0.0, 0.0], [0.0, 0.0, -0.1], [-0.2, -0.6, 0.0], [0.1, 0.0, -0.2], [0.0, 0.0, -0.1], [0.0, 0.1, 0.0], [-0.1, -0.1, 0.1], [0.1, 0.0, 0.0], [0.0, -0.1, -0.1], [0.0, -0.2, 0.1], [0.1, 0.0, -0.2], [-0.2, 0.3, 0.1], [0.0, -0.1, 0.2], [0.1, 0.0, -0.2], [0.0, 0.0, 0.0], [0.0, 0.1, 0.1], [0.0, 0.0, 0.0], [0.0, 0.0, 0.0], [0.0, 0.0, 0.0], [0.0, 0.0, 0.0], [0.0, 0.0, 0.0], [0.0, 0.0, 0.0], [0.0, 0.0, 0.0], [0.0, 0.0, 0.0], [-0.1, 0.1, 0.0], [0.0, 0.0, 0.0], [0.0, 0.0, 0.0], [0.0, 0.0, 0.0], [0.0, 0.0, 0.0], [0.0, 0.0, 0.0]], "mulliken_charge": [0.399, -0.732, 0.222, -0.394, 0.297, -0.541, -0.320, -0.642, 0.311, 0.636, 0.288, -0.759, -0.317, 0.507, 0.396, 0.544, -0.691, 0.532, -0.525, -0.559, -1.384, 0.564, -1.138, -0.414, 0.918, -0.522, -0.470, -0.343, 0.491, -1.369, -1.244, 0.458, 0.233, 0.337, 0.285, 0.115, 0.441, 0.299, 0.164, 0.174, 0.477, 0.306, 0.214, 0.298, 0.459], "multiplicity": 2, "charge": -2, "gap_ev": [6.22, 6.31], "homo_energy_ev": [-1.8, -2.5], "de_lowest_kcal_mol": 0.0}

(5)
{"formula": "C35H46CeCl2N3P", "method": "the ωB97M-V functional and the def2-TZVPD basis", "species": ["P", "C", "C", "C", "C", "C", "C", "C", "C", "C", "C", "C", "C", "C", "C", "C", "C", "C", "C", "H", "H", "H", "H", "H", "H", "H", "H", "H", "H", "H", "H", "H", "H", "H", "H", "H", "H", "H", "H", "H", "H", "H", "H", "H", "H", "H", "H", "H", "H", "H", "H", "H", "Ce", "Cl", "Cl", "C", "H", "C", "C", "C", "C", "C", "C", "H", "H", "H", "H", "H", "N", "C", "C", "C", "C", "C", "C", "C", "N", "C", "C", "N", "C", "H", "H", "H", "H", "H", "H", "H"], "coordinates": [[-0.521, -1.338, -1.090], [0.943, -1.959, -1.970], [0.766, -3.348, -2.565], [2.103, -3.832, -3.149], [2.672, -2.844, -4.172], [2.802, -1.441, -3.574], [1.456, -0.962, -3.009], [-1.836, -0.682, -2.137], [-2.262, -1.696, -3.180], [-3.517, -1.191, -3.917], [-3.285, 0.192, -4.532], [-2.815, 1.199, -3.476], [-1.561, 0.696, -2.752], [-1.241, -2.751, -0.148], [-0.219, -3.386, 0.802], [-0.792, -4.662, 1.437], [-2.120, -4.383, 2.149], [-3.127, -3.718, 1.206], [-2.554, -2.438, 0.579], [1.720, -2.023, -1.170], [0.005, -3.321, -3.361], [0.418, -4.070, -1.814], [1.972, -4.821, -3.603], [2.821, -3.949, -2.324], [3.643, -3.194, -4.537], [2.002, -2.802, -5.042], [3.540, -1.453, -2.760], [3.160, -0.732, -4.328], [1.557, 0.046, -2.580], [0.726, -0.892, -3.831], [-2.661, -0.527, -1.416], [-4.346, -1.134, -3.199], [-2.464, -2.680, -2.730], [-1.451, -1.839, -3.913], [-3.809, -1.911, -4.689], [-4.200, 0.548, -5.017], [-2.520, 0.112, -5.316], [-2.613, 2.175, -3.934], [-3.612, 1.350, -2.732], [-1.273, 1.408, -1.964], [-0.721, 0.644, -3.459], [-1.458, -3.448, -0.969], [0.727, -3.605, 0.284], [0.041, -2.664, 1.599], [-0.953, -5.411, 0.649], [-0.062, -5.083, 2.135], [-1.938, -3.713, 3.001], [-2.535, -5.309, 2.556], [-4.054, -3.482, 1.737], [-3.386, -4.418, 0.400], [-3.292, -2.003, -0.109], [-2.380, -1.677, 1.362], [0.165, 0.238, 0.828], [-2.185, 1.108, 0.751], [2.390, -0.888, 0.936], [1.133, 1.571, -0.606], [2.076, 1.113, -0.838], [0.802, 2.823, -1.085], [-0.467, 3.468, -0.959], [-0.646, 4.711, -1.532], [0.403, 5.345, -2.201], [1.652, 4.705, -2.295], [1.848, 3.471, -1.743], [-1.280, 2.956, -0.431], [-1.618, 5.196, -1.455], [2.474, 5.197, -2.817], [2.801, 2.949, -1.804], [0.258, 6.324, -2.646], [2.538, 4.016, 10.626], [2.408, 3.771, 9.545], [2.211, 3.465, 8.123], [2.911, 2.424, 7.513], [2.636, 2.068, 6.204], [1.665, 2.787, 5.525], [1.005, 3.873, 6.085], [1.272, 4.201, 7.398], [1.302, 2.432, 4.236], [1.415, 3.337, 3.160], [0.903, 2.712, 2.110], [0.403, 1.455, 2.517], [0.740, 1.284, 3.778], [3.664, 1.863, 8.073], [3.171, 1.244, 5.719], [0.243, 4.408, 5.518], [0.722, 5.023, 7.857], [1.868, 4.301, 3.086], [0.982, 3.098, 1.101], [0.640, 0.372, 4.300]], "forces_ev_per_a": [[-0.2, -0.2, -0.7], [0.3, -0.5, 0.2], [0.2, -0.4, -0.5], [-0.1, 0.0, 0.0], [0.0, 0.0, 0.1], [-0.2, 0.0, 0.1], [0.2, 0.1, -0.3], [-0.4, -0.2, -0.2], [-0.7, 0.0, -0.7], [0.1, -0.1, 0.0], [0.0, 0.0, 0.1], [0.0, -0.1, 0.0], [0.1, 0.3, 0.1], [-0.1, -0.4, -0.9], [0.1, -0.1, 0.0], [0.0, 0.2, 0.0], [0.1, 0.1, -0.1], [0.1, 0.1, 0.0], [0.0, 0.0, 0.0], [-0.5, 0.0, -0.5], [0.2, -0.1, 0.2], [0.1, 0.1, -0.2], [0.0, 0.1, 0.0], [-0.1, 0.0, -0.1], [-0.1, 0.0, 0.0], [0.1, 0.0, 0.1], [-0.1, 0.0, -0.1], [0.0, -0.1, 0.1], [-0.1, -0.4, -0.1], [0.2, 0.0, 0.1], [0.2, -0.1, -0.2], [0.1, 0.0, -0.1], [0.0, 0.2, -0.1], [-0.2, 0.1, 0.2], [0.0, 0.1, 0.1], [0.1, 0.0, 0.0], [-0.1, 0.0, 0.1], [0.0, -0.2, 0.1], [0.1, 0.0, -0.1], [-0.1, -0.3, -0.4], [-0.2, 0.0, 0.1], [-0.2, -0.5, 0.4], [-0.3, 0.1, 0.2], [-0.1, -0.2, -0.1], [0.0, 0.1, 0.1], [-0.1, 0.0, -0.1], [0.0, -0.1, -0.1], [0.0, 0.0, 0.0], [0.1, 0.0, 0.0], [0.0, 0.1, 0.1], [0.2, -0.1, 0.2], [-0.1, -0.2, -0.2], [1.2, -0.2, -2.8], [-1.8, 0.2, 0.2], [1.6, -1.1, 0.6], [-1.9, -3.4, 1.9], [0.6, 0.2, -0.2], [-0.4, 1.1, -0.7], [0.7, -0.4, 0.1], [0.1, 0.4, -0.1], [0.2, -0.1, 0.0], [-0.2, 1.1, -0.4], [0.1, 0.6, -0.3], [0.4, 0.4, -0.3], [0.2, 0.0, 0.0], [-0.2, 0.0, 0.1], [-0.1, 0.2, -0.1], [0.0, -0.1, 0.0], [0.5, 1.0, 4.4], [-0.5, -1.1, -5.4], [0.0, 0.2, 0.7], [0.3, -0.3, 0.5], [0.0, 0.0, 0.0], [0.2, 0.0, 1.1], [0.0, -0.1, 0.2], [-0.1, 0.4, 0.2], [0.3, 0.3, -1.5], [-0.3, -1.0, 0.7], [-0.6, -0.4, -0.4], [1.4, 3.2, 3.7], [0.2, 2.3, -0.7], [-0.3, 0.3, -0.1], [-0.3, 0.4, 0.2], [0.3, -0.2, 0.1], [0.2, -0.3, 0.0], [0.3, 0.3, 0.9], [-0.7, -0.4, 0.2], [-0.3, -0.5, 0.8]], "mulliken_charge": [0.935, 0.428, -0.556, -0.960, -0.744, -0.897, -0.460, -0.135, -0.778, -0.922, -0.753, -0.839, 0.492, -0.342, -0.216, -0.949, -0.648, -0.889, -0.301, 0.445, 0.181, 0.274, 0.425, 0.357, 0.415, 0.331, 0.375, 0.404, -0.446, 0.316, 0.787, 0.367, 0.249, 0.179, 0.422, 0.437, 0.331, 0.408, 0.385, -1.359, 0.476, 0.784, 0.443, -0.076, 0.351, 0.414, 0.247, 0.405, 0.416, 0.372, 0.185, 0.053, -0.784, -0.379, -0.425, -0.694, 0.403, 0.873, 0.694, -1.028, -0.553, -0.602, -0.869, 0.141, 0.401, 0.372, 0.390, 0.387, -0.448, -0.016, 0.484, -0.606, -0.416, 0.085, -0.142, -0.832, 0.410, -1.154, -0.297, 0.354, -0.103, 0.417, 0.485, 0.490, 0.415, 0.531, 0.615, 0.579], "charge": 0, "gap_ev": [5.27, 5.27], "homo_energy_ev": [-5.8, -5.8], "de_lowest_kcal_mol": 63.8}

(6)
{"formula": "C2H4FN3", "method": "the ωB97M-V functional and the def2-TZVPD basis", "species": ["C", "C", "N", "N", "N", "F", "H", "H", "H", "H"], "coordinates": [[-0.777, 1.665, -2.012], [1.052, -0.886, 1.452], [0.130, 1.503, -2.682], [0.430, -0.349, 0.451], [-0.766, -0.648, -0.038], [-1.295, -1.788, 0.728], [-1.706, 2.016, -1.610], [0.436, -1.702, 1.943], [1.854, -0.303, 1.808], [0.643, 0.492, -0.039]], "forces_ev_per_a": [[-1.1, 0.8, -0.2], [0.8, -3.9, 4.5], [1.0, -0.4, -0.2], [-1.8, 2.8, -4.8], [-3.1, -2.6, 0.6], [0.8, 1.7, -1.1], [0.1, -0.4, 0.3], [1.6, 1.3, -0.2], [0.7, 0.0, 0.9], [1.0, 0.6, 0.1]], "mulliken_charge": [0.081, -0.484, -0.349, 0.155, -0.195, -0.262, 0.287, 0.295, 0.314, 0.158], "multiplicity": 3, "charge": 0, "gap_ev": [7.03, 11.18], "homo_energy_ev": [-6.2, -12.3], "de_lowest_kcal_mol": 37.0}